Entry 1:
The molecule C4H8N2 at a distorted geometry, computed with ωB97M-V with the def2-TZVPD basis set.

Last column: Löwdin charge in e.
CARTESIAN COORDINATES (ANGSTROEM)
1 C 0.0815 -0.1667 -0.0064  -0.13
2 C 2.4759 0.4903 -2.1844  -0.03
3 H 2.1065 1.3268 -2.6707  0.02
4 C -1.5975 -0.6028 1.7262  -0.19
5 H -1.2482 1.3925 0.6296  0.10
6 H -1.9958 -0.0062 -0.3071  0.10
7 H -1.1400 0.0004 2.7673  0.13
8 H -1.1226 -1.7261 1.6708  0.08
9 N 0.9175 0.9771 -0.4191  0.02
10 H -2.8756 -0.8455 1.7736  0.12
11 C -1.2888 0.2960 0.4968  -0.34
12 H 0.1785 -1.4928 -0.0062  0.19
13 H 3.4649 0.2002 -2.5313  0.05
14 N 2.0438 0.1569 -0.9391  -0.13

Results
frontier orbital gap: 9.4 eV
max |F|: 9.5 eV/A
LUMO energy: 0.3 eV
relative energy (zero: lowest compared OMol25 entry of this formula, charge and spin): 571.6 kJ/mol
structure (SMILES): C=N/N=C/CC
net charge: 0
multiplicity: 1


Entry 2:
A cluster of 3 separate species, C28H52ClF3IN5O15PS2 in total at a distorted geometry, computed with ωB97M-V with the def2-TZVPD basis set.

Last column: Löwdin charge in e.
CARTESIAN COORDINATES (ANGSTROEM)
1 H -2.5497 -4.2776 -0.2209  0.07
2 H -1.4598 -4.4909 -1.5905  0.07
3 H -2.0271 -2.3705 -2.5327  0.12
4 P -0.8909 0.6091 3.8212  0.81
5 C -1.0867 2.9192 -0.6286  -0.13
6 H 0.3538 0.7767 -1.5924  0.10
7 H -1.6673 -0.8178 1.4470  0.10
8 H -1.3303 1.9020 -0.9783  0.10
9 C 1.2970 0.9026 0.3557  -0.29
10 H 1.1669 -2.1484 0.3412  0.11
11 C 2.3208 1.3780 -2.0231  -0.21
12 H 1.5101 1.2480 -4.1007  0.12
13 H 3.5684 2.1516 -4.7368  0.10
14 O 4.3501 8.3542 -4.3131  0.14
15 C 1.3449 0.5120 -1.1620  -0.15
16 C 0.6931 5.6754 -0.7835  -0.69
17 H 1.9875 2.4227 -2.1091  0.10
18 H 5.3151 7.9541 -6.7607  0.10
19 H -1.9226 0.6601 0.5850  0.10
20 H -3.7541 -2.6643 -2.1662  0.12
21 C -2.7359 -2.6797 -1.7343  -0.22
22 C 3.5209 -0.6074 0.6569  -0.80
23 C -0.0842 2.9957 0.5491  -0.40
24 N -0.0316 1.2405 2.3812  -0.11
25 C 2.7855 0.7251 0.9005  -0.08
26 H 1.6819 -2.7239 1.9041  0.12
27 C 3.6609 1.2103 -4.1590  -0.26
28 H -1.6763 -8.5096 7.1270  0.10
29 C -5.6175 -6.4397 5.1836  -0.04
30 H -5.1009 -5.5287 5.4858  0.10
31 C -4.0135 -0.0072 -2.0451  0.00
32 Cl 4.7074 0.9016 -7.1225  0.38
33 H -1.4421 -0.2762 -1.4934  0.10
34 C -2.4834 -4.1664 -1.3198  -0.07
35 C -3.9187 -7.8352 5.9291  -0.61
36 H 2.8238 0.9165 1.9975  0.13
37 N 0.6735 -0.9181 2.0606  0.01
38 H 1.8263 2.7716 1.0779  0.11
39 C -0.3624 -3.2236 1.5831  -0.17
40 H -0.8370 -5.8412 3.7887  0.07
41 O -2.3456 3.5451 -0.3221  -0.09
42 C 3.7445 7.4015 -4.7247  -0.61
43 O 3.3308 -1.1282 -5.5108  -0.33
44 O 3.7340 -1.2852 1.5856  0.01
45 O 2.5695 6.9568 -4.2580  0.00
46 H 0.8704 -5.0776 1.7845  0.11
47 H -5.0634 0.3200 -2.0267  0.10
48 H -0.5202 -1.6607 -0.8927  0.11
49 C 5.3705 6.9581 -6.3234  -0.04
50 F -0.4283 6.1221 -1.3335  0.16
51 O -5.2192 -7.5391 6.0004  0.01
52 H -3.2173 -4.8580 -1.7608  0.08
53 H -3.3024 0.8198 -2.2102  0.06
54 H 3.3644 1.3232 -1.6807  0.05
55 H -3.9138 -0.6682 -2.9292  0.08
56 H -1.4691 1.7699 4.4145  0.06
57 H -0.4286 3.2919 2.7308  0.14
58 H 1.0978 7.2742 -2.8883  0.07
59 C 0.1354 -4.4906 2.3610  -0.24
60 C 0.2049 0.2078 1.2489  -0.31
61 H 0.9212 1.4623 2.7145  0.16
62 H -1.7376 2.4586 1.8633  0.13
63 C -3.7400 -0.7769 -0.7227  -0.48
64 O 4.1222 6.5998 -5.7240  0.00
65 C -1.1898 -0.1668 0.6870  -0.08
66 O 5.5299 -0.5094 -4.8289  -0.38
67 O -3.6864 -8.8725 6.7345  0.01
68 H 1.8538 8.7522 -3.4871  0.11
69 C -1.0893 -5.3237 2.8486  -0.10
70 C 2.3158 0.8041 -3.4934  -0.22
71 C -1.3482 -0.9875 -0.6329  -0.17
72 C 2.0419 7.7251 -3.1766  -0.04
73 H -1.9506 -0.2740 3.5297  0.06
74 O -4.4653 -0.6208 0.1960  0.14
75 H 0.6421 -4.1026 3.2708  0.11
76 C -0.6351 2.5366 1.9455  -0.10
77 H 1.4196 -0.6515 2.6963  0.11
78 H -6.6862 -6.2991 5.3277  0.09
79 O -3.0988 -7.2642 5.2542  0.11
80 S 4.2654 -0.0543 -5.3421  0.33
81 F 1.4154 4.9430 -1.6115  0.17
82 N 1.2278 2.4187 0.3259  0.05
83 H 5.5681 6.2395 -7.1154  0.09
84 H -2.0072 -9.6350 5.7728  0.10
85 S 0.2209 4.8182 0.8061  0.80
86 N -2.6298 -1.7269 -0.5977  -0.08
87 I 4.3414 -1.3658 -1.1891  1.05
88 O 0.0141 0.0421 4.8321  -0.37
89 C 0.8372 -2.2105 1.4018  -0.18
90 O -0.9592 5.4680 1.3026  -0.23
91 C -2.3255 -9.3047 6.7612  -0.04
92 O -4.3807 3.1141 -0.5423  0.14
93 H 1.4619 -0.5665 -1.3561  0.08
94 H -1.1842 -2.7953 2.1781  0.10
95 H 3.4048 1.5373 0.4693  0.13
96 H -1.8980 -4.6076 3.1042  0.07
97 F 1.3790 6.7504 -0.4394  0.17
98 H -2.2661 -10.1467 7.4465  0.10
99 H 2.1915 -0.2917 -3.4526  0.09
100 H -5.4317 -6.6546 4.1314  0.10
101 H 6.1772 6.9048 -5.5931  0.10
102 H -0.6501 -3.5281 0.5646  0.08
103 H 4.4899 1.3732 -3.4520  0.10
104 H -1.5049 -6.0018 2.0842  0.08
105 N -3.3768 2.5925 -0.2814  -0.02
106 H -0.7061 3.4635 -1.5167  0.14
107 O 1.2788 5.0502 1.7622  -0.25
108 H 2.7175 7.7008 -2.3230  0.10

Results
frontier orbital gap: 9.0 eV
max |F|: 3.8 eV/A
LUMO energy: -3.3 eV
net charge: +1
multiplicity: 1